Entry 1
Below is a gas-phase ion, CH2FO4S (charge -1), with properties calculated with wB97M-V/def2-TZVPD.

ORCA input file:
```
! RIJCOSX wB97M-V def2-TZVPD def2/J DEFGRID3
* xyz -1 1
O 1.9702 -0.2642 0.5915
S 0.7456 -0.6354 -0.1603
O 1.0449 -0.8877 -1.5764
O -0.0933 -1.6377 0.5076
C -0.3890 0.7705 -0.1004
O -1.2674 0.5438 0.8908
F -0.8562 0.8589 -1.3786
H 0.1011 1.7376 0.3867
H -1.2558 -0.4858 0.8391
*
```

The value obtained for the HOMO-LUMO gap is 0.3451 Eh. As for the SMILES: O=S(=O)([O-])[C@H](O)F. For the LUMO energy, the calculation gives 0.150 Eh.

=====

Entry 2
Below is 2 unconnected molecules or ions with the total composition CH2FO4S, with properties calculated with wB97M-V/def2-TZVPD.

ORCA input file:
```
! RIJCOSX wB97M-V def2-TZVPD def2/J DEFGRID3
* xyz -1 1
C -0.3263 -0.6421 -0.4712
O 0.8760 1.7303 -0.2205
O 1.9307 -0.3611 -0.9355
O 1.3843 0.0104 1.4404
O -2.2860 0.4989 0.4699
F -0.3551 -1.8497 0.0354
S 1.1039 0.3368 0.0642
H -0.6249 -0.6039 -1.5099
H -1.7027 0.8803 1.1271
*
```

The value obtained for the HOMO-LUMO gap (alpha / beta) is 0.2912 / 0.3471 Eh. For the LUMO energy (alpha / beta), the calculation gives 0.110 / 0.128 Eh.

=====

Entry 3
Below is 2 unconnected molecules or ions with the total composition CH2FO4S, with properties calculated with wB97M-V/def2-TZVPD.

ORCA input file:
```
! RIJCOSX wB97M-V def2-TZVPD def2/J DEFGRID3
* xyz -1 1
C 0.3900 0.8163 -0.2783
O 1.2723 -1.5990 -0.8582
O -0.6093 -0.7637 -2.1895
O -0.9124 -1.3279 0.2029
O -0.0298 1.7875 -0.8202
F 1.1510 0.8877 0.8897
S 0.0020 -0.9272 -0.8577
H -0.9264 0.7077 1.7660
H -0.3374 0.4186 2.1453
*
```

The value obtained for the HOMO-LUMO gap is 0.3610 Eh. For the LUMO energy, the calculation gives 0.154 Eh.

=====

Which of them is most stable, and which least? Most stable: entry 1; least stable: entry 2.

=====

Entry 1
Below is CH3N5O2 in the gas phase, with properties calculated with wB97M-V/def2-TZVPD.

ORCA input file:
```
! RIJCOSX wB97M-V def2-TZVPD def2/J DEFGRID3
* xyz 0 1
O 0.0473 2.1228 -1.0704
N -0.5331 0.8580 -1.3933
C -0.1151 -0.1371 -0.6355
N -0.6856 -1.4069 -0.6573
N -0.6014 -1.8579 0.5642
N 0.2452 -1.2386 1.2623
N 0.7693 -0.3188 0.3864
O 1.1521 0.8107 1.1145
H 0.8218 2.0727 -0.3699
H -1.6304 -1.6424 -1.0908
H 0.5299 0.7375 1.8898
*
```

The value obtained for the HOMO-LUMO gap is 0.3386 Eh. As for the SMILES: O/N=c1/[nH]nnn1O. For the LUMO energy, the calculation gives 0.012 Eh.

=====

Entry 2
Below is CH3N5O2 in the gas phase, with properties calculated with wB97M-V/def2-TZVPD.

ORCA input file:
```
! RIJCOSX wB97M-V def2-TZVPD def2/J DEFGRID3
* xyz 0 1
N -1.3439 1.4133 0.0042
N -0.9738 0.0884 0.0182
N -1.8912 -0.8870 -0.0333
N -1.3276 -1.9805 -0.0069
O 0.1124 -1.7646 0.0495
C 0.2823 -0.4172 -0.0108
N 1.3707 0.2797 0.0380
O 2.4849 -0.5496 -0.0244
H -0.9858 1.8676 0.8479
H -0.9585 1.8954 -0.8157
H 3.2305 0.0545 -0.0667
*
```

The value obtained for the HOMO-LUMO gap is 0.3497 Eh. As for the SMILES: Nn1nno/c1=N\O. For the LUMO energy, the calculation gives 0.026 Eh.

=====

Which of them is most stable, and which least? Most stable: entry 2; least stable: entry 1.

=====

Entry 1
Below is CH3N5O2 in the gas phase, with properties calculated with wB97M-V/def2-TZVPD.

ORCA input file:
```
! RIJCOSX wB97M-V def2-TZVPD def2/J DEFGRID3
* xyz 0 1
N -1.3950 0.8667 -0.7003
N -0.0844 1.1833 -0.2532
O -0.0321 1.6911 1.1299
N 0.2970 0.5629 2.0042
N 0.5442 -0.4957 1.3566
C 0.5546 -0.1393 -0.0144
N 0.9531 -0.8715 -0.9756
O 1.3782 -2.1214 -0.4696
H -1.7992 1.7718 -0.8740
H -1.9438 0.3559 -0.0033
H 1.5274 -2.8039 -1.2002
*
```

The value obtained for the HOMO-LUMO gap is 0.3403 Eh. As for the SMILES: Nn1onn/c1=N\O. For the LUMO energy, the calculation gives -0.024 Eh.

=====

Entry 2
Below is CH3N5O2 in the gas phase, with properties calculated with wB97M-V/def2-TZVPD.

ORCA input file:
```
! RIJCOSX wB97M-V def2-TZVPD def2/J DEFGRID3
* xyz 0 1
C -1.8649 -1.0835 -0.3224
N -1.9062 -0.1119 0.4648
N -0.9794 0.1533 1.2919
N 0.2084 0.4120 0.8704
N 0.6201 0.4307 -0.4272
N 1.8959 0.7532 -0.6531
O 2.2602 0.8581 -1.7861
O 2.6382 1.0029 0.2900
H -0.9775 -1.7684 -0.2864
H -2.6907 -1.5003 -0.9949
H 0.7962 0.8539 1.5529
*
```

The value obtained for the HOMO-LUMO gap (alpha / beta) is 0.3064 / 0.3064 Eh. For the LUMO energy (alpha / beta), the calculation gives -0.051 / -0.051 Eh.

=====

Which of them is most stable, and which least? Most stable: entry 1; least stable: entry 2.

=====

Entry 1
Below is 7 unconnected molecules or ions with the total composition H14O7, with properties calculated with wB97M-V/def2-TZVPD.

ORCA input file:
```
! RIJCOSX wB97M-V def2-TZVPD def2/J DEFGRID3
* xyz 0 1
O 0.4536 -1.0508 0.2124
H -0.1568 -1.7753 0.3899
H 1.3001 -1.4879 0.0661
O -0.9290 2.1874 3.3580
H -0.9121 2.4104 4.2955
H -0.4984 1.3262 3.3139
O -0.6235 1.3669 0.6566
H -0.3520 2.2915 0.6780
H 0.0880 0.9245 0.1802
O 3.1483 2.6765 -1.6131
H 3.8848 2.4175 -2.1784
H 2.4689 2.0180 -1.7967
O 3.1044 -2.6875 -3.0612
H 3.1798 -3.0419 -2.1680
H 2.4460 -3.2515 -3.4824
O -2.9729 0.5457 1.5956
H -3.0240 1.4843 1.8087
H -2.4677 0.5186 0.7752
O -2.8758 -2.6190 -1.1578
H -2.1477 -2.1032 -1.5223
H -3.1139 -2.1503 -0.3500
*
```

The value obtained for the HOMO-LUMO gap is 0.3819 Eh. As for the SMILES: O.O.O.O.O.O.O. For the LUMO energy, the calculation gives -0.004 Eh.

=====

Entry 2
Below is 7 unconnected molecules or ions with the total composition H14O7, with properties calculated with wB97M-V/def2-TZVPD.

ORCA input file:
```
! RIJCOSX wB97M-V def2-TZVPD def2/J DEFGRID3
* xyz 0 1
O -3.0630 -0.8871 1.1369
H -2.3865 -0.4566 0.5428
H -3.3897 -1.5949 0.5943
O 1.6129 1.8410 -2.4115
H 0.6799 1.9573 -2.2750
H 1.7675 2.5595 -3.0423
O -0.5518 -2.2155 0.9139
H -0.7249 -1.5052 1.4867
H 0.3271 -2.5136 0.9874
O -0.0707 -0.1758 2.9057
H 0.3087 -0.9499 3.2973
H 0.5778 0.0943 2.2405
O 1.1812 0.4031 0.4842
H 0.2926 0.7176 0.2808
H 1.7556 0.8445 -0.1289
O 1.9823 -0.9602 -2.3700
H 1.9582 -0.0051 -2.3780
H 2.2544 -1.1746 -1.4874
O -1.4757 0.9834 -0.1349
H -1.7828 1.7709 0.3841
H -1.2530 1.2669 -1.0268
*
```

The value obtained for the HOMO-LUMO gap is 0.3694 Eh. As for the SMILES: O.O.O.O.O.O.O. For the LUMO energy, the calculation gives -0.018 Eh.

=====

Which of them is most stable, and which least? Most stable: entry 2; least stable: entry 1.

=====

Entry 1
Below is 7 unconnected molecules or ions with the total composition H14O7, with properties calculated with wB97M-V/def2-TZVPD.

ORCA input file:
```
! RIJCOSX wB97M-V def2-TZVPD def2/J DEFGRID3
* xyz 0 1
O -0.8777 -3.3055 0.5771
H -0.0261 -3.6942 0.6352
H -0.9451 -2.8033 -0.2319
O 2.4432 -0.2725 0.2872
H 2.7089 -0.8863 0.9636
H 2.8657 -0.7392 -0.3931
O -0.3644 0.1718 0.5268
H 0.5708 -0.1184 0.5471
H -0.9404 -0.4353 0.9927
O -0.9790 2.6121 1.6248
H -0.6531 3.4745 1.3960
H -0.5704 1.8379 1.0536
O -3.5572 -0.7541 1.0240
H -3.7094 -1.6398 1.3212
H -3.1664 -0.8367 0.1449
O 1.3564 0.4581 -2.3965
H 1.5001 0.0373 -3.2368
H 0.4255 0.2634 -2.3525
O 1.2498 2.5938 -0.8630
H 1.4843 2.1133 -0.0927
H 1.1846 1.9232 -1.5279
*
```

The value obtained for the HOMO-LUMO gap is 0.3501 Eh. As for the SMILES: O.O.O.O.O.O.O. For the LUMO energy, the calculation gives -0.012 Eh.

=====

Entry 2
Below is 7 unconnected molecules or ions with the total composition H14O7, with properties calculated with wB97M-V/def2-TZVPD.

ORCA input file:
```
! RIJCOSX wB97M-V def2-TZVPD def2/J DEFGRID3
* xyz 0 1
O 0.3289 -1.6361 2.4049
H 0.4739 -2.3781 1.7999
H 0.5789 -0.8211 1.9109
O 1.0859 -2.1641 -0.6891
H 1.0639 -1.8831 -1.6151
H 1.5389 -3.0431 -0.7611
O -1.9111 0.6509 0.5909
H -2.7701 0.5049 1.0439
H -1.2411 0.8149 1.2709
O 1.2489 0.3329 0.8149
H 0.9229 0.8989 0.1429
H 1.4079 -0.4871 0.3699
O 0.4809 4.0749 -0.3951
H 0.7699 4.8359 -0.9451
H 0.4229 3.2759 -0.9541
O 0.1769 1.1649 -1.6841
H 0.0789 0.2809 -2.0831
H -0.6921 1.3749 -1.3571
O -1.6441 -2.0961 -0.0481
H -1.5521 -1.2711 0.3919
H -0.7691 -2.4301 -0.2091
*
```

The value obtained for the HOMO-LUMO gap is 0.3742 Eh. As for the SMILES: O.O.O.O.O.O.O. For the LUMO energy, the calculation gives -0.012 Eh.

=====

Which of them is most stable, and which least? Most stable: entry 2; least stable: entry 1.

=====

Entry 1
Below is 7 unconnected molecules or ions with the total composition H14O7, with properties calculated with wB97M-V/def2-TZVPD.

ORCA input file:
```
! RIJCOSX wB97M-V def2-TZVPD def2/J DEFGRID3
* xyz 0 1
O -0.4996 -0.2250 -0.4034
H -1.2072 0.3909 -0.8279
H -1.0174 -0.4839 0.3247
O 1.9791 0.8697 1.3516
H 1.8739 1.8299 1.3583
H 1.4640 0.4632 0.7224
O 0.5772 3.6849 -0.7358
H 1.3039 3.2493 -1.1905
H 0.8333 4.6462 -0.7765
O -0.9513 -0.9273 2.3994
H -1.1347 -1.5697 1.6325
H -1.3582 -0.0880 2.3164
O 1.4420 -1.9868 -1.8989
H 1.7632 -2.5881 -1.2722
H 1.2680 -1.0899 -1.4617
O -5.0827 -0.4776 -0.4049
H -5.8352 -0.9234 -0.6119
H -4.7387 -0.2673 -1.3236
O 3.2875 -1.6057 -0.0522
H 2.4714 -1.9495 0.2460
H 3.5615 -0.9520 0.6082
*
```

The value obtained for the HOMO-LUMO gap is 0.3904 Eh. As for the SMILES: O.O.O.O.O.O.O. For the LUMO energy, the calculation gives 0.002 Eh.

=====

Entry 2
Below is 7 unconnected molecules or ions with the total composition H14O7, with properties calculated with wB97M-V/def2-TZVPD.

ORCA input file:
```
! RIJCOSX wB97M-V def2-TZVPD def2/J DEFGRID3
* xyz 0 1
O -1.8308 1.5250 1.0079
H -2.6818 1.3950 1.3669
H -1.4678 2.2910 1.4599
O 1.2632 -1.6300 0.9269
H 1.0482 -1.1180 0.1249
H 1.5812 -2.5020 0.6929
O 1.7622 1.2990 -2.8911
H 1.4632 0.8320 -3.6701
H 1.1582 0.8940 -2.2141
O -1.0988 -1.2170 2.3659
H -0.3638 -1.6290 1.9239
H -0.7618 -0.3280 2.5149
O -0.1428 0.1680 -0.7431
H -0.8978 -0.3030 -1.1051
H -0.4198 0.6790 0.0199
O -1.4388 -2.4190 -0.8121
H -2.0648 -3.1850 -0.8961
H -0.6078 -2.7730 -1.1981
O 2.0412 2.3500 0.4289
H 1.1782 2.5560 0.7419
H 2.2802 3.1150 -0.0441
*
```

The value obtained for the HOMO-LUMO gap is 0.3899 Eh. As for the SMILES: O.O.O.O.O.O.O. For the LUMO energy, the calculation gives 0.006 Eh.

=====

Entry 3
Below is 7 unconnected molecules or ions with the total composition H14O7, with properties calculated with wB97M-V/def2-TZVPD.

ORCA input file:
```
! RIJCOSX wB97M-V def2-TZVPD def2/J DEFGRID3
* xyz 0 1
O 16.0342 5.1272 -19.0978
H 16.1699 4.1942 -18.9323
H 16.8867 5.5277 -18.9272
O 14.0340 7.5581 -20.9873
H 14.3714 6.6752 -20.8363
H 13.4235 7.7084 -20.2656
O 10.6944 0.7827 -22.7053
H 11.6111 1.0557 -22.7421
H 10.5081 0.6929 -21.7707
O 17.3172 0.9324 -24.0638
H 17.9982 0.8761 -23.3935
H 17.7724 1.2544 -24.8418
O 14.9048 -0.4712 -28.0536
H 15.5456 -1.0614 -28.4501
H 15.1774 -0.4008 -27.1387
O 14.9035 -2.4883 -22.9158
H 15.1454 -1.5956 -23.1622
H 14.6435 -2.9023 -23.7387
O 14.4295 2.7314 -23.1289
H 14.7588 3.6130 -22.9544
H 15.1450 2.2953 -23.5917
*
```

The value obtained for the HOMO-LUMO gap is 0.4093 Eh. As for the SMILES: O.O.O.O.O.O.O. For the LUMO energy, the calculation gives -0.002 Eh.

=====

Entry 4
Below is 7 unconnected molecules or ions with the total composition H14O7, with properties calculated with wB97M-V/def2-TZVPD.

ORCA input file:
```
! RIJCOSX wB97M-V def2-TZVPD def2/J DEFGRID3
* xyz 0 1
O 6.5635 -13.9470 7.2159
H 6.9350 -13.1848 6.7428
H 5.7424 -14.1465 6.7560
O 11.6396 -13.5493 5.1770
H 12.3137 -13.7230 4.5130
H 10.9675 -13.0269 4.7084
O 9.7082 -11.4145 7.7839
H 10.0317 -10.5700 7.4469
H 9.2825 -11.2100 8.6249
O 8.0542 -11.9445 5.5654
H 8.6180 -12.0392 6.3646
H 8.5572 -12.3715 4.8515
O 6.8271 -9.6990 4.2847
H 6.6797 -9.1215 5.0381
H 7.1810 -10.5291 4.6645
O 7.4554 -11.6747 2.2029
H 7.3301 -10.9264 2.8096
H 6.6600 -12.2089 2.3001
O 9.9993 -12.5687 3.0403
H 9.9797 -13.4949 2.7699
H 9.2822 -12.1445 2.5222
*
```

The value obtained for the HOMO-LUMO gap is 0.4185 Eh. As for the SMILES: O.O.O.O.O.O.O. For the LUMO energy, the calculation gives 0.012 Eh.

=====

Which of them is most stable, and which least? Most stable: entry 4; least stable: entry 1.